Entry 1:
Molecular formula: C6H9N
Method: DFT, the ωB97M-V functional and the def2-TZVPD basis

molecular weight	95.14	g mol⁻¹
maximum force	0.39	eV/Å
HOMO level (spin up / spin down)	-7.041 / -7.041	eV
HOMO-LUMO gap (spin up / spin down)	7.33 / 7.33	eV

ORCA input file:
```
! RIJCOSX wB97M-V def2-TZVPD def2/J DEFGRID3
* xyz 0 1
C 0.3354 -1.7856 -1.2066
C 0.3564 -0.5189 -0.5013
C 0.4239 0.7168 -0.1428
C 1.3761 1.8376 -0.4605
C -0.8178 0.9189 0.6165
C -1.3912 -0.0785 1.4241
N -1.1569 -1.3497 1.2475
H 0.7236 -1.7231 -2.2316
H -0.7134 -2.1010 -1.2451
H 0.8610 -2.5564 -0.6339
H 0.8324 2.6627 -0.9341
H 2.1781 1.5158 -1.1303
H 1.8155 2.2208 0.4664
H -1.3642 1.8404 0.4165
H -2.0438 0.2807 2.2316
H -1.4151 -1.8804 2.0836
*
```

Atom charges from the Löwdin analysis, given in e for atoms 1 to 2: -0.076, 0.051

Entry 2:
Molecular formula: C43H49AgGeN2O2P2SSi
Method: DFT, the ωB97M-V functional and the def2-TZVPD basis

molecular weight	928.46	g mol⁻¹
maximum force	1.66	eV/Å
HOMO level	-1.165	eV
HOMO-LUMO gap	4.85	eV

ORCA input file:
```
! RIJCOSX wB97M-V def2-TZVPD def2/J DEFGRID3
* xyz -2 1
Ag 0.5955 -0.5852 -0.7633
O -1.6025 1.0052 1.1843
P -2.4141 -0.1984 0.6808
C -0.5206 1.3506 -1.7522
P 0.2568 2.3674 -0.6135
O 1.2784 1.7264 0.2943
C -0.8315 3.4642 0.3586
C -0.4496 3.8407 1.6417
C -1.2374 4.7086 2.3821
C -2.4156 5.2138 1.8448
C -2.8030 4.8392 0.5659
C -2.0134 3.9670 -0.1718
C 1.2149 3.6222 -1.5600
C 0.6441 4.3829 -2.5772
C 1.3918 5.3279 -3.2654
C 2.7319 5.5171 -2.9502
C 3.3138 4.7572 -1.9447
C 2.5580 3.8180 -1.2535
C -3.1726 -0.8827 2.2549
C -2.7794 -0.3340 3.4757
C -3.2001 -0.8873 4.6790
C -4.0307 -2.0014 4.6863
C -4.4397 -2.5512 3.4757
C -4.0084 -1.9982 2.2773
C -4.0301 0.5599 0.0959
C -4.7117 0.0146 -0.9894
C -5.8814 0.5973 -1.4693
C -6.3754 1.7497 -0.8747
C -5.6905 2.3172 0.1969
C -4.5289 1.7275 0.6717
H -0.2079 1.5894 -2.7689
H -1.5952 1.2313 -1.6595
H 0.4590 3.4163 2.0514
H -0.9400 4.9835 3.3883
H -3.0365 5.8854 2.4273
H -3.7353 5.2036 0.1496
H -2.3376 3.6362 -1.1518
H -0.3970 4.2255 -2.8366
H 0.9312 5.9119 -4.0540
H 3.3210 6.2484 -3.4918
H 4.3612 4.8911 -1.6990
H 2.9911 3.2102 -0.4678
H -2.1270 0.5335 3.4409
H -2.8710 -0.4526 5.6185
H -4.3506 -2.4425 5.6238
H -5.0875 -3.4219 3.4682
H -4.3139 -2.4501 1.3371
H -4.3023 -0.8688 -1.4706
H -6.3962 0.1611 -2.3190
H -7.2808 2.2141 -1.2507
H -6.0656 3.2269 0.6557
H -3.9685 2.1760 1.4863
N 1.0427 -0.3938 6.8615
C 0.9082 -1.5859 6.2532
S 1.0339 -2.9895 7.1225
C 0.6559 -1.5176 4.7925
C 0.1181 -2.6052 4.1172
C -0.1643 -2.4709 2.7657
N 0.0481 -1.3540 2.0838
C 0.5853 -0.3140 2.7163
C 0.9122 -0.3573 4.0637
H 1.1143 -0.3917 7.8639
H 0.7399 0.4454 6.3959
H -0.1008 -3.5202 4.6488
H -0.6100 -3.2874 2.2068
H 0.7227 0.5788 2.1118
H 1.3827 0.5144 4.5025
C 1.8374 -1.3754 -4.3946
Ge 0.6474 -2.6118 -3.4092
C -1.1616 -2.1436 -4.0776
C 0.9188 -4.4448 -4.1474
C 0.5628 -2.5233 -1.4936
H 1.3752 -1.1110 -5.3493
H 2.8128 -1.8234 -4.5893
H 1.9838 -0.4627 -3.8134
H -1.2328 -2.2015 -5.1683
H -1.3967 -1.1254 -3.7585
H -1.9020 -2.8113 -3.6326
H 1.1030 -4.3893 -5.2241
H 0.0128 -5.0342 -3.9856
H 1.7555 -4.9654 -3.6863
H 0.9814 -3.3877 -0.9795
C 2.7570 -3.1422 0.8115
Si 2.6513 -1.7806 -0.5187
C 3.5921 -0.3309 0.2809
C 3.8908 -2.3474 -1.8617
C 4.7778 -1.4525 -2.4673
C 5.6824 -1.8601 -3.4403
C 5.7389 -3.1928 -3.8233
C 4.8839 -4.1072 -3.2194
C 3.9780 -3.6837 -2.2578
H 3.7741 -3.5481 0.8344
H 2.0629 -3.9658 0.6417
H 2.5463 -2.7283 1.8015
H 4.6262 -0.6460 0.4576
H 3.1300 -0.0593 1.2320
H 3.5750 0.5740 -0.3279
H 4.7500 -0.4047 -2.1882
H 6.3410 -1.1333 -3.9034
H 6.4381 -3.5172 -4.5856
H 4.9134 -5.1516 -3.5106
H 3.3045 -4.4072 -1.8102
*
```

Atom charges from the Löwdin analysis, given in e for atoms 1 to 2: 0.700, -0.542

Entry 3:
Molecular formula: C4H7N4
Method: DFT, the ωB97M-V functional and the def2-TZVPD basis

molecular weight	111.13	g mol⁻¹
maximum force	3.70	eV/Å
HOMO level (spin up / spin down)	-10.772 / -13.024	eV
HOMO-LUMO gap (spin up / spin down)	6.93 / 5.10	eV

ORCA input file:
```
! RIJCOSX wB97M-V def2-TZVPD def2/J DEFGRID3
* xyz 1 3
C -1.8434 -0.4365 -0.0417
C -0.5950 0.3346 -0.1808
C -3.1616 -0.0325 0.0297
C 1.8764 0.3480 -0.0008
N -4.2924 0.2252 0.0108
N 2.7702 -0.6528 0.0675
N 2.1326 1.5700 0.0462
N 0.5936 -0.2705 -0.1701
H -1.7301 -1.5677 -0.0056
H -5.0756 0.3899 0.5195
H 3.7589 -0.3638 0.0187
H 2.3440 -1.5947 -0.0708
H 3.1035 1.8392 -0.1471
H -0.5504 1.4802 -0.2222
H 0.6692 -1.2685 0.1468
*
```

Atom charges from the Löwdin analysis, given in e for atoms 1 to 2: 0.067, -0.108

Entry 4:
Molecular formula: C41H48AuN6OPS2
Method: DFT, the ωB97M-V functional and the def2-TZVPD basis

molecular weight	932.95	g mol⁻¹
maximum force	0.63	eV/Å
HOMO level	-12.876	eV
HOMO-LUMO gap	6.55	eV

ORCA input file:
```
! RIJCOSX wB97M-V def2-TZVPD def2/J DEFGRID3
* xyz 2 1
Au -1.4626 0.5603 -0.3417
C 5.7845 0.6623 -0.5443
C 4.9652 0.6953 -1.8431
C 5.2592 -0.5690 -2.6672
C 5.3718 1.9247 -2.6579
C 3.4825 0.7124 -1.5035
C 2.6023 1.6771 -1.9740
C 1.2588 1.5854 -1.6710
N 0.7401 0.6187 -0.9135
C 1.5766 -0.3101 -0.4121
C 2.9289 -0.2850 -0.6978
C 0.9933 -1.3570 0.4875
C 1.6058 -2.5893 0.6747
C 1.0530 -3.5288 1.5394
C -0.1314 -3.1642 2.1806
C -0.6947 -1.9311 1.9248
N -0.1519 -1.0346 1.1002
C 1.6651 -4.9098 1.7372
C 3.1312 -4.9498 1.2974
C 1.5862 -5.3291 3.2115
C 0.8557 -5.8987 0.8799
H 6.8477 0.6857 -0.7882
H 5.6005 -0.2451 0.0340
H 5.5595 1.5240 0.0833
H 6.3229 -0.6077 -2.9057
H 4.7001 -0.5665 -3.6051
H 5.0081 -1.4796 -2.1209
H 6.4390 1.8758 -2.8721
H 5.1810 2.8516 -2.1087
H 4.8489 1.9616 -3.6167
H 2.9424 2.4944 -2.5918
H 0.5589 2.3097 -2.0700
H 3.5698 -1.0407 -0.2657
H 2.5101 -2.8199 0.1315
H -0.6216 -3.8360 2.8707
H -1.6230 -1.6387 2.4061
H 3.7262 -4.1957 1.8176
H 3.2443 -4.8088 0.2208
H 3.5503 -5.9275 1.5347
H 2.0776 -4.5992 3.8580
H 2.0893 -6.2873 3.3420
H 0.5585 -5.4593 3.5522
H 0.8956 -5.6277 -0.1771
H -0.1910 -5.9252 1.1903
H 1.2662 -6.9039 0.9890
S -5.9467 3.3138 0.4073
C -4.3321 3.4905 -0.0162
N -3.5083 2.7201 0.6640
C -4.1536 1.9051 1.6028
C -3.5527 1.0238 2.4922
C -4.3828 0.3367 3.3504
C -5.7762 0.5183 3.3245
C -6.3657 1.4054 2.4479
C -5.5273 2.1056 1.5840
H -3.9759 4.1612 -0.7844
H -2.4769 0.8956 2.5090
H -3.9546 -0.3515 4.0663
H -6.3969 -0.0397 4.0118
H -7.4363 1.5587 2.4371
C 6.6584 5.5734 0.5806
C 5.2596 5.0360 0.6449
O 4.9604 3.8766 0.6711
S 4.0225 6.3581 0.6200
C 2.5435 5.3938 0.5667
C 1.6337 5.6132 -0.4633
C 0.4521 4.8996 -0.5026
C 0.1715 3.9592 0.4971
C 1.0949 3.7352 1.5270
C 2.2707 4.4553 1.5614
C -1.0590 3.2659 0.4805
C -2.1271 2.6746 0.4338
H 7.3429 4.8384 0.9968
H 6.7502 6.5222 1.1073
H 6.9159 5.7416 -0.4670
H 1.8565 6.3437 -1.2297
H -0.2613 5.0691 -1.2996
H 0.8745 3.0072 2.2972
H 2.9802 4.3003 2.3610
C -4.9741 -1.9350 -3.3120
N -4.0541 -2.7976 -2.5680
C -4.7603 -3.3693 -1.4216
N -5.3637 -2.3576 -0.5469
C -6.2488 -1.5120 -1.3483
N -5.5829 -0.8837 -2.4892
C -4.6029 0.1073 -2.0603
P -3.2662 -0.6685 -1.0348
C -2.8529 -2.0815 -2.1589
C -4.3588 -1.5717 0.1595
H -5.7762 -2.5559 -3.7102
H -4.4449 -1.4778 -4.1487
H -4.0695 -3.9817 -0.8404
H -5.5582 -4.0097 -1.7961
H -6.6813 -0.7379 -0.7105
H -7.0583 -2.1337 -1.7300
H -5.1136 0.8843 -1.4755
H -4.1565 0.5918 -2.9306
H -2.1676 -2.7576 -1.6416
H -2.3307 -1.6945 -3.0357
H -4.8593 -0.8520 0.8124
H -3.7541 -2.2263 0.7919
*
```

Atom charges from the Löwdin analysis, given in e for atoms 1 to 2: 0.701, -0.028

Entry 5:
Molecular formula: C5H8O2
Method: DFT, the ωB97M-V functional and the def2-TZVPD basis

SMILES	C#C[C@](C)(O)CO
molecular weight	100.12	g mol⁻¹
maximum force	0.71	eV/Å
HOMO level	-10.078	eV
HOMO-LUMO gap	10.86	eV

ORCA input file:
```
! RIJCOSX wB97M-V def2-TZVPD def2/J DEFGRID3
* xyz 0 1
C 2.0342 0.5314 -0.9447
C 1.0396 -0.1310 -0.7901
C -0.3246 -0.3240 -0.2869
C -0.4237 -1.5063 0.6857
O -1.2619 -0.5192 -1.3432
C -0.6752 1.0717 0.3902
O 0.3297 2.0661 0.4648
H 2.9028 1.1276 -1.0799
H -1.4672 -1.6825 0.9711
H 0.1710 -1.3308 1.5876
H -0.0512 -2.4184 0.2068
H -0.8378 -1.0466 -2.0319
H -1.0540 0.8853 1.3994
H -1.4501 1.5182 -0.2351
H 1.0683 1.7583 1.0061
*
```

Atom charges from the Löwdin analysis, given in e for atoms 1 to 2: 0.148, -0.063

Entry 6:
Molecular formula: C5H14NO2
Method: DFT, the ωB97M-V functional and the def2-TZVPD basis

molecular weight	120.17	g mol⁻¹
maximum force	3.91	eV/Å
HOMO level	-3.793	eV
HOMO-LUMO gap	7.71	eV

ORCA input file:
```
! RIJCOSX wB97M-V def2-TZVPD def2/J DEFGRID3
* xyz -1 1
C -1.5203 -1.8249 0.0713
N -0.6894 -0.8647 0.8348
C 1.2538 0.2605 -2.2279
C 0.1058 0.3608 -1.2426
C 0.5228 -0.3081 0.0902
C 1.3379 0.7207 1.0568
O 0.7745 1.9302 1.2701
H -1.8984 -2.5031 0.8862
H -1.1018 -2.5829 -0.6225
H -2.2653 -1.1882 -0.3862
H -1.3989 -0.1543 1.2160
H 1.5387 1.3501 -2.5662
H 2.1373 -0.2943 -1.8091
H 0.7619 0.0250 -3.2427
H -0.1987 1.3550 -1.0157
H -0.8048 -0.0485 -1.8068
H 1.0520 -1.2804 -0.0987
H 1.3878 0.1164 2.0139
H 2.3195 0.7112 0.5551
H -1.9018 1.6609 2.3647
H -0.1735 1.5221 2.0771
O -1.2391 1.0366 2.5821
*
```

Atom charges from the Löwdin analysis, given in e for atoms 1 to 2: -0.185, -0.138